Model w:
Molecular formula: C5H3N
Method: DFT, ωB97M-V/def2-TZVPD

Geometry as XYZ:
```
9
C5H3N, DFT ωB97M-V/def2-TZVPD
C -0.80122 -1.01743 1.75195
C -0.46239 -0.46827 0.61263
C -0.01429 0.21167 -0.42846
C -0.36228 0.67878 -1.95916
N 0.82414 0.56243 -2.42515
C 1.09862 0.84835 -1.09180
H -0.81097 -2.09124 1.76790
H -1.03866 -0.36650 2.47679
H 1.56705 1.64220 -0.70472
```

Results
- M (g mol⁻¹) = 77.1
- E_HOMO (spin up / spin down) (eV) = -8.897 / -8.897

Here are the Löwdin charges for atoms 1 to 5, given in e: 0.045, -0.029, -0.143, 0.005, 0.076

=====

Model x:
Molecular formula: C5H3N
Method: DFT, ωB97M-V/def2-TZVPD

Geometry as XYZ:
```
9
C5H3N, DFT ωB97M-V/def2-TZVPD
C 0.36250 1.03208 0.22419
C 1.91065 1.08196 0.13532
C 3.00666 0.40781 -0.25351
C 0.09794 -0.37332 -0.25570
C 1.53383 -0.55733 -0.02645
N 2.70287 -0.98345 0.14890
H -0.15853 1.62601 0.82248
H -0.59351 -1.03163 0.37488
H -0.45618 -0.43366 -1.29091
```

Results
- M (g mol⁻¹) = 77.1
- E_HOMO (spin up / spin down) (eV) = -8.430 / -8.430

Here are the Löwdin charges for atoms 1 to 5, given in e: 0.003, -0.002, -0.023, -0.136, -0.288

=====

Stability summary - winner: model w; margin: 237.2 kJ/mol.

=====

Model w:
Molecular formula: C5H3N
Method: DFT, ωB97M-V/def2-TZVPD

Geometry as XYZ:
```
9
C5H3N, DFT ωB97M-V/def2-TZVPD
C 0.18564 -0.23868 0.65873
C -1.27044 -2.85915 1.78369
C -0.63577 -1.82521 1.37790
C -0.13627 0.17805 -0.52625
C -2.35336 -4.97305 2.45161
N -1.92091 -3.97968 1.98585
H 0.97089 -0.12637 1.28457
H 0.60661 0.99894 -0.85708
H -1.01251 -0.16123 -0.98037
```

Results
- M (g mol⁻¹) = 77.1
- E_HOMO (eV) = -9.793

Here are the Löwdin charges for atoms 1 to 5, given in e: -0.053, -0.213, 0.115, -0.023, 0.071

=====

Model x:
Molecular formula: C5H3N
Method: DFT, ωB97M-V/def2-TZVPD

Geometry as XYZ:
```
9
C5H3N, DFT ωB97M-V/def2-TZVPD
C -1.71793 0.33038 -0.07580
C 0.69023 -0.45495 -0.78353
C -0.27758 0.41426 -0.01346
C 0.65618 -0.43588 0.81708
C 0.95213 -1.59640 0.04849
N -2.85955 0.35087 -0.03618
H 1.31236 -0.05146 -1.56744
H -0.03916 1.48939 0.00888
H 1.28333 -0.04622 1.60197
```

Results
- M (g mol⁻¹) = 77.1
- E_HOMO (eV) = -9.800

Here are the Löwdin charges for atoms 1 to 5, given in e: -0.181, -0.112, -0.229, -0.116, 0.097

=====

Model y:
Molecular formula: C5H3N
Method: DFT, ωB97M-V/def2-TZVPD

Geometry as XYZ:
```
9
C5H3N, DFT ωB97M-V/def2-TZVPD
C -0.79249 -0.23460 -0.05688
C 0.23804 -1.09215 -0.11341
C 0.13843 2.21420 -0.09257
C -0.62860 1.18936 0.06721
C 1.58090 -0.69051 0.00268
N 2.68569 -0.39955 0.10468
H -1.80688 -0.60672 -0.11425
H 0.07909 -2.15584 -0.22910
H -1.49418 1.77580 0.43163
```

Results
- M (g mol⁻¹) = 77.1
- E_HOMO (eV) = -10.066

Here are the Löwdin charges for atoms 1 to 5, given in e: -0.103, -0.097, 0.213, -0.282, -0.240

=====

Model z:
Molecular formula: C5H3N
Method: DFT, ωB97M-V/def2-TZVPD

Geometry as XYZ:
```
9
C5H3N, DFT ωB97M-V/def2-TZVPD
C 0.53294 0.19047 0.81783
C 0.95496 -0.51101 1.90346
C 1.69857 -1.31721 2.56515
C -0.39521 -0.16132 -0.28445
C -1.73764 0.32426 -0.08753
N -2.85608 0.62833 -0.19168
H 0.92643 1.21285 0.91061
H -0.10908 0.46438 -1.20562
H -0.58122 -1.18803 -0.48354
```

Results
- M (g mol⁻¹) = 77.1
- E_HOMO (eV) = -10.522

Here are the Löwdin charges for atoms 1 to 5, given in e: -0.073, -0.208, 0.110, -0.164, -0.237

=====

Stability summary - winner: model y; margin: 37.0 kJ/mol.

=====

Model w:
Molecular formula: CH4N4S
Method: DFT, ωB97M-V/def2-TZVPD

Geometry as XYZ:
```
10
CH4N4S, DFT ωB97M-V/def2-TZVPD
C 0.39580 -1.04998 0.23158
N -3.14589 1.58389 0.46500
N -3.49608 0.56248 0.74578
N -0.94885 1.27516 -0.25347
N -2.01766 1.90104 -0.43596
S -1.21082 -0.38893 -0.54160
H 1.14123 -0.58691 -0.32027
H 0.40497 -2.15750 0.16529
H 0.17782 -0.92821 1.28176
H -1.93307 2.94466 -0.29626
```

Results
- M (g mol⁻¹) = 104.1
- E_HOMO (spin up / spin down) (eV) = -8.071 / -8.072

Here are the Löwdin charges for atoms 1 to 5, given in e: -0.311, -0.138, 0.063, -0.378, -0.248

=====

Model x:
Molecular formula: CH4N4S
Method: DFT, ωB97M-V/def2-TZVPD

Geometry as XYZ:
```
10
CH4N4S, DFT ωB97M-V/def2-TZVPD
S -2.58335 -0.46843 0.16677
N -1.12284 0.03081 -0.21883
N -0.77045 1.26627 -0.29485
N 0.70394 1.28892 0.20640
N 1.10679 -0.02233 0.38923
C 0.11048 -0.89204 -0.18274
H 1.18393 1.66360 -0.66469
H 1.28526 -0.20334 1.39195
H 0.42485 -1.00444 -1.23981
H -0.33860 -1.65902 0.44656
```

Results
- M (g mol⁻¹) = 104.1
- E_HOMO (spin up / spin down) (eV) = -8.495 / -8.496

Here are the Löwdin charges for atoms 1 to 5, given in e: 0.588, -0.755, 0.041, -0.050, -0.110

=====

Stability summary - winner: model x; margin: 6.2 kJ/mol.